# H18O9

A cluster of 9 separate species, H18O9 in total (the ωB97M-V functional and the def2-TZVPD basis, the Open Molecules 2025 dataset).

Element x y z (Å)
O 1.835 -0.562 1.712
O 2.009 -3.188 0.571
O -4.646 -1.231 -1.340
O -0.256 3.383 -1.658
O -0.487 -0.041 -0.049
O -1.910 2.990 2.425
O 3.678 -1.008 -0.985
O 2.514 2.605 -0.841
O -2.184 -2.399 -0.116
H -2.833 3.106 2.176
H -1.318 -0.479 0.311
H -1.900 3.055 3.371
H -4.492 -1.490 -0.443
H 3.569 -0.734 -1.906
H 3.132 3.313 -1.068
H -0.986 2.961 -1.164
H 1.274 -1.242 1.976
H 1.296 0.196 1.380
H -0.001 -0.596 -0.648
H 2.667 -3.628 1.233
H -2.937 -1.830 -0.141
H -2.522 -3.287 -0.329
H 2.316 -3.642 -0.226
H 0.336 2.783 -1.955
H 4.149 -0.396 -0.501
H -5.482 -0.723 -1.526
H 3.179 2.085 -0.259

Summary:
SMILES ... O.O.O.O.O.O.O.O.O
Orbital gap ... 10.3 eV
Largest force on an atom ... 5.274 eV Å⁻¹
E_HOMO ... -10.06 eV
ΔE to the lowest compared entry with this formula, charge and spin ... 96.78 kcal per mole
Lowest unoccupied orbital energy ... 0.22 eV
Calculated total energy ... -687.871568 hartree